Below is C3H2F3NO in the gas phase at a distorted geometry, with properties calculated with ωB97M-V/def2-TZVPD.

Calculated values
orbital gap = 9.912 eV
strongest force on any atom = 1.224 eV/Å
highest occupied orbital energy = -9.22 eV
net charge = 0
ΔE to the lowest compared entry with this formula, charge and spin = 269.9 kJ/mol
SMILES = O/N=C/C(F)=C(F)F

```
10
C3H2F3NO, DFT ωB97M-V/def2-TZVPD
O -3.16 -0.51 0.00
N -2.08 0.33 0.00
C -0.99 -0.34 0.00
C 0.28 0.37 0.00
F 0.26 1.70 0.00
C 1.46 -0.25 -0.01
F 2.62 0.37 0.00
F 1.58 -1.57 0.00
H -3.91 0.09 0.03
H -0.97 -1.44 0.01
```

Mulliken population analysis, charges in e, atoms 1 to 2: -0.3622 -0.3506

---

Below is 2 unconnected molecules or ions with the total composition C10H10BrO2S at a distorted geometry, with properties calculated with ωB97M-V/def2-TZVPD.

Calculated values
orbital gap = 5.451 eV
strongest force on any atom = 4.494 eV/Å
highest occupied orbital energy = -3.61 eV
net charge = -1
ΔE to the lowest compared entry with this formula, charge and spin = 227.1 kJ/mol

```
24
C10H10BrO2S, DFT ωB97M-V/def2-TZVPD
C -3.37 1.54 0.63
C -3.57 0.26 1.10
C -2.14 1.95 0.00
C -2.56 -0.65 0.96
C -1.15 1.03 -0.15
C -1.34 -0.29 0.31
C 3.31 0.37 0.51
C 0.42 -1.82 -1.54
C 2.30 -0.40 0.13
C 1.85 -1.05 -1.37
O -0.53 -2.64 0.92
O 1.28 -0.85 0.95
S -0.04 -1.54 0.16
Br 7.17 0.67 -0.86
H -4.28 2.31 0.58
H -4.42 -0.03 1.62
H -2.10 2.97 -0.25
H -2.67 -1.72 1.31
H -0.20 1.33 -0.52
H 4.00 0.69 -0.32
H 3.63 0.78 1.50
H -0.22 -0.94 -1.77
H 2.74 -1.76 -1.79
H 1.89 -0.19 -2.12
```

Mulliken population analysis, charges in e, atoms 1 to 2: -0.1877 -0.6500

---

Below is 2 unconnected molecules or ions with the total composition C9H14O, with properties calculated with ωB97M-V/def2-TZVPD.

Calculated values
orbital gap = 9.237 eV
strongest force on any atom = 0.784 eV/Å
highest occupied orbital energy = -8.40 eV
net charge = 0
ΔE to the lowest compared entry with this formula, charge and spin = 19.4 kJ/mol
SMILES = Cc1ccc(O)cc1.CC

```
24
C9H14O, DFT ωB97M-V/def2-TZVPD
C -1.24 0.25 2.92
C 0.00 0.11 2.09
C 0.32 1.05 1.11
C 1.38 0.86 0.24
C 2.20 -0.26 0.35
O 3.22 -0.52 -0.52
C 1.90 -1.22 1.31
C 0.78 -1.04 2.11
H -1.64 -0.73 3.17
H -2.03 0.77 2.37
H -1.11 0.79 3.86
H -0.25 1.98 1.02
H 1.59 1.62 -0.50
H 3.35 0.22 -1.14
H 2.59 -2.03 1.52
H 0.50 -1.85 2.78
C -0.99 -0.01 -2.23
C -1.91 0.04 -3.44
H 0.06 -0.07 -2.50
H -1.10 0.82 -1.54
H -1.17 -0.93 -1.66
H -2.96 0.21 -3.16
H -1.85 -0.88 -4.00
H -1.62 0.81 -4.16
```

Mulliken population analysis, charges in e, atoms 1 to 2: -1.3612 0.4433

---

Below is a molecular structure, C4H10N3O at a distorted geometry, with properties calculated with ωB97M-V/def2-TZVPD.

Calculated values
orbital gap = 10.535 eV
strongest force on any atom = 5.111 eV/Å
highest occupied orbital energy = -14.14 eV
net charge = +1
ΔE to the lowest compared entry with this formula, charge and spin = 299.3 kJ/mol

```
18
C4H10N3O, DFT ωB97M-V/def2-TZVPD
C -1.65 0.40 0.20
C 0.78 -0.95 -0.31
C 1.92 0.98 0.28
C -2.70 -0.70 0.04
N 1.68 -0.34 0.69
N -0.11 0.13 -0.78
N 0.72 1.26 -0.63
O -1.60 1.46 0.70
H 1.46 -1.31 -1.08
H 0.12 -1.91 -0.03
H 1.95 1.72 1.02
H 2.90 0.96 -0.33
H -3.27 -0.60 1.08
H -2.26 -1.61 -0.10
H -3.50 -0.53 -0.85
H 1.19 -0.28 1.58
H 0.13 2.13 -0.39
H 1.05 1.66 -1.51
```

Mulliken population analysis, charges in e, atoms 1 to 2: 0.7350 -0.4007

---

Below is a molecular structure, C19H23BIIrN3O4S at a distorted geometry, with properties calculated with ωB97M-V/def2-TZVPD.

Calculated values
orbital gap (alpha / beta) = 6.497 / 6.498 eV
strongest force on any atom = 1.426 eV/Å
highest occupied orbital energy (alpha / beta) = -11.68 / -11.68 eV
net charge = +1
ΔE to the lowest compared entry with this formula, charge and spin = 93.9 kJ/mol

```
53
C19H23BIIrN3O4S, DFT ωB97M-V/def2-TZVPD
Ir -0.13 0.96 -0.45
C -1.00 -2.14 2.12
C -0.59 -0.71 1.99
C -1.45 0.25 1.30
C -1.28 1.64 1.53
C -2.44 2.56 1.28
C -0.07 2.07 2.10
C 0.87 1.15 2.54
C 2.19 1.59 3.07
C 0.55 -0.24 2.55
H -1.87 -2.19 2.78
H -0.20 -2.73 2.56
H -1.31 -2.56 1.17
H -2.40 -0.10 0.93
H -3.10 2.50 2.14
H -3.00 2.26 0.40
H -2.12 3.59 1.17
H 0.12 3.13 2.21
H 2.31 1.24 4.10
H 2.30 2.67 3.05
H 2.98 1.12 2.48
H 1.25 -0.92 3.02
B -3.56 0.49 -3.55
C -2.37 0.60 -2.54
N -1.51 0.70 -1.77
H -3.42 1.41 -4.32
H -4.56 0.54 -2.88
H -3.40 -0.58 -4.09
O 2.58 -0.40 0.36
C 1.79 -1.23 -0.10
N 0.60 -0.88 -0.65
S -0.20 -2.16 -1.42
O -0.01 -2.03 -2.83
O -1.52 -2.28 -0.89
C 0.93 -3.35 -0.77
C 0.87 -4.72 -0.89
C 1.92 -5.45 -0.34
C 2.98 -4.81 0.30
C 3.02 -3.42 0.41
C 1.98 -2.70 -0.13
H 0.06 -5.21 -1.40
H 1.91 -6.53 -0.40
H 3.78 -5.40 0.72
H 3.84 -2.91 0.90
N -0.90 4.63 -2.25
C -0.14 3.75 -1.63
O -0.62 3.06 -0.70
C 1.30 3.68 -2.07
I 2.27 1.97 -1.25
H -1.88 4.70 -2.01
H -0.54 5.23 -2.98
H 1.83 4.56 -1.71
H 1.38 3.63 -3.15
```

Mulliken population analysis, charges in e, atoms 1 to 2: 1.9792 -1.4993